No. 1
45
Properties=species:S:1:pos:R:3 method="wB97M-V/def2-TZVPD" fmax_ha_per_bohr=0.073 total_energy_ha=-2546.1893 gap_ev="4.02 / 5.30" total_charge=+2 lumo_energy_ev="-9.37 / -8.08" spin_multiplicity=4 homo_ev="-13.4 / -13.4"
C -0.11 1.65 -0.03
I -0.50 -0.72 1.29
H -0.58 2.25 -0.88
H 0.21 0.67 -0.41
H 0.82 2.13 0.21
Nd -3.01 0.80 -0.84
P -1.28 -1.09 -2.53
C -0.11 -2.53 -2.61
C -2.88 -2.04 -2.53
H -3.01 -2.54 -3.50
H -1.66 -1.40 -4.94
H -3.74 -1.36 -2.34
H -1.78 0.32 -4.35
H -0.22 -3.09 -1.66
H -2.82 -2.81 -1.74
C -1.22 -0.62 -4.30
H -0.32 -3.20 -3.47
H -0.16 -0.45 -4.54
H 0.92 -2.15 -2.67
P -0.92 2.41 1.76
C 0.51 2.21 2.91
C -0.61 4.20 1.60
H -3.23 2.65 2.41
H -2.12 3.34 3.65
H -2.34 1.55 3.53
C -2.30 2.49 2.97
H -1.25 4.58 0.80
H -0.83 4.68 2.57
H 0.58 3.04 3.62
H 1.46 2.18 2.36
H 0.46 4.33 1.35
H 0.46 1.27 3.48
Cl -4.36 2.77 -1.58
C 3.14 -3.68 1.60
N 2.88 -2.34 1.04
C 3.49 -1.12 1.36
C 3.13 -0.24 0.32
N 2.30 -0.89 -0.56
C 2.16 -2.13 -0.12
H 3.79 -4.22 0.89
H 3.66 -3.68 2.58
H 2.16 -4.18 1.64
H 4.20 -0.92 2.13
H 3.39 0.81 0.18
H 1.60 -2.92 -0.63

No. 2
59
Properties=species:S:1:pos:R:3 method="wB97M-V/def2-TZVPD" fmax_ha_per_bohr=0.030 de_lowest_kcal_mol=32.8 total_energy_ha=-6071.0978 gap_ev="5.78 / 5.79" total_charge=+2 lumo_energy_ev="-7.99 / -7.98" spin_multiplicity=1 homo_ev="-13.8 / -13.8"
Mo 0.26 -0.13 -0.88
Cl 1.49 -6.82 -4.41
C 1.25 -5.30 -3.68
C 0.94 -5.22 -2.32
Cl 0.80 -6.64 -1.38
C 0.73 -3.98 -1.73
Cl 0.32 -3.86 -0.07
C 0.86 -2.82 -2.49
O 0.64 -1.62 -1.87
C 1.17 -2.89 -3.84
Cl 1.35 -1.47 -4.79
C 1.35 -4.14 -4.44
Cl 1.71 -4.23 -6.11
O -0.40 5.76 -2.12
C 0.21 5.12 -3.11
O 0.73 5.69 -4.03
C 0.26 3.62 -3.07
C 0.74 2.87 -4.13
N 0.75 1.59 -3.74
N 0.31 1.45 -2.49
C 0.01 2.68 -2.08
C -0.45 2.75 -0.68
O -0.81 3.71 -0.09
O -0.38 1.50 -0.12
H -0.71 5.17 -1.41
H 1.06 3.18 -5.11
H 1.02 0.76 -4.26
C 2.86 2.23 0.03
C 3.12 0.79 -0.25
N 4.31 0.30 0.04
O 2.28 0.00 -0.78
H 3.69 2.71 0.54
H 1.97 2.33 0.64
H 2.69 2.74 -0.92
H 5.05 0.89 0.39
H 4.52 -0.66 -0.18
C 0.22 -2.23 2.80
As -0.24 -0.77 1.63
C 0.23 0.70 2.80
C -2.21 -0.83 1.60
C -2.88 -0.36 2.86
C -2.97 1.01 3.14
C -3.65 1.44 4.26
C -4.26 0.53 5.10
C -4.18 -0.83 4.83
C -3.48 -1.27 3.71
H -0.35 -2.05 3.71
H 1.29 -2.19 3.03
H -0.02 -3.20 2.39
H -0.34 0.60 3.72
H 0.02 1.66 2.35
H 1.29 0.63 3.03
H -2.45 -1.88 1.39
H -2.54 -0.24 0.74
H -2.53 1.73 2.46
H -3.72 2.50 4.47
H -4.82 0.87 5.97
H -4.67 -1.55 5.47
H -3.42 -2.33 3.50

No. 3
10
Properties=species:S:1:pos:R:3 method="wB97M-V/def2-TZVPD" fmax_ha_per_bohr=0.010 de_lowest_kcal_mol=78.5 total_energy_ha=-193.0181 gap_ev=9.28 lumo_energy_ev=0.88 spin_multiplicity=1 homo_ev=-8.4
C 0.01 0.96 -0.16
C 0.76 -0.36 -0.12
O -0.11 -1.53 -0.01
C -1.33 -1.52 0.43
H 0.61 1.70 -0.67
H -0.24 1.34 0.84
H 1.32 -0.55 -1.04
H 1.47 -0.42 0.72
H -0.92 0.84 -0.72
H -1.56 -0.46 0.74

No. 4
98
Properties=species:S:1:pos:R:3 method="wB97M-V/def2-TZVPD" fmax_ha_per_bohr=0.140 total_energy_ha=-10451.2333 gap_ev=8.45 lumo_energy_ev=-0.31 spin_multiplicity=1 homo_ev=-8.8 smiles="O=P(O)(O)OCCCCSc1nnco1.ClCCCl.ClCCCl.ClCCCl.ClCCCl.ClCCCl.ClCCCl.ClCCCl.ClCCCl.ClCCCl"
O -0.91 2.13 0.79
P -0.88 1.46 -0.65
O -0.42 2.66 -1.87
O -2.46 0.86 -1.07
O 0.38 0.26 -0.64
C -0.15 -1.11 -0.61
C 1.15 -2.11 -0.93
C 1.62 -1.71 -2.47
C 2.78 -2.70 -3.09
S 3.23 -2.03 -4.80
C 1.71 -1.56 -5.79
N 1.64 -0.25 -6.60
N 0.41 -0.20 -7.25
C -0.37 -1.47 -6.88
O 0.46 -2.32 -5.96
H -0.07 2.17 -2.70
H -2.45 0.30 -1.91
H -0.86 -1.21 -1.57
H -0.72 -1.40 0.37
H 2.03 -1.97 -0.16
H 0.75 -3.23 -0.98
H 2.03 -0.60 -2.54
H 0.64 -1.81 -3.13
H 3.77 -2.62 -2.44
H 2.46 -3.82 -3.08
H -1.46 -1.73 -7.27
Cl -4.50 5.09 1.29
C -3.19 4.52 2.35
C -3.70 4.17 3.74
Cl -4.21 5.61 4.65
H -2.42 5.30 2.39
H -2.76 3.63 1.88
H -2.90 3.70 4.32
H -4.54 3.47 3.70
Cl -0.08 10.10 0.78
C -1.61 9.19 0.92
C -1.84 8.68 2.33
Cl -0.69 7.39 2.78
H -1.58 8.37 0.19
H -2.41 9.87 0.63
H -2.84 8.24 2.41
H -1.76 9.48 3.07
Cl -2.97 1.64 5.06
C -3.14 1.74 6.83
C -2.15 0.84 7.55
Cl -2.51 -0.89 7.32
H -4.18 1.48 7.08
H -2.97 2.78 7.11
H -2.20 1.03 8.63
H -1.12 1.02 7.22
Cl -3.96 -2.94 1.53
C -3.25 -2.87 3.16
C -2.00 -2.00 3.20
Cl -0.64 -2.74 2.32
H -3.04 -3.89 3.49
H -4.02 -2.45 3.82
H -1.67 -1.87 4.24
H -2.19 -1.01 2.78
Cl 6.54 -5.29 -6.76
C 6.98 -3.95 -7.84
C 6.18 -2.69 -7.55
Cl 4.46 -2.87 -7.98
H 6.84 -4.29 -8.88
H 8.05 -3.76 -7.69
H 6.58 -1.86 -8.14
H 6.24 -2.42 -6.49
Cl 5.15 13.04 2.67
C 3.44 13.37 2.33
C 2.65 12.11 2.04
Cl 3.12 11.37 0.49
H 3.39 14.08 1.50
H 3.03 13.87 3.22
H 1.58 12.34 1.97
H 2.79 11.36 2.83
Cl -1.42 -6.25 2.32
C -2.02 -7.84 2.86
C -3.51 -7.80 3.18
Cl -3.87 -6.85 4.64
H -1.43 -8.15 3.73
H -1.83 -8.54 2.05
H -3.87 -8.82 3.37
H -4.09 -7.39 2.35
Cl 8.10 -3.16 -11.26
C 6.46 -2.61 -11.68
C 6.35 -1.09 -11.69
Cl 6.48 -0.40 -10.05
H 5.76 -3.06 -10.98
H 6.24 -3.00 -12.68
H 5.37 -0.79 -12.08
H 7.12 -0.63 -12.32
Cl -6.13 -9.31 6.84
C -5.42 -9.23 8.47
C -4.17 -8.37 8.51
Cl -2.81 -9.10 7.63
H -5.21 -10.26 8.79
H -6.19 -8.81 9.13
H -3.85 -8.23 9.55
H -4.36 -7.37 8.08